Record 1
C8H13N2 | the ωB97M-V functional and the def2-TZVPD basis

The geometry in XYZ format:
```
23
Properties=species:S:1:pos:R:3:lowdin_charge:R:1
C -2.45575 -1.08976 0.28117 -0.005
C -3.19564 0.01929 0.42573 -0.030
C -1.10470 0.62858 0.10360 -0.245
C 0.24642 1.27792 -0.10673 -0.028
C 0.03595 -1.36209 -0.41511 0.058
C 1.25181 0.07511 -0.05890 -0.381
C 1.94495 -0.11226 1.27939 -0.040
C 2.13851 0.14668 -1.35749 -0.055
N -1.17413 -0.67575 0.01314 -0.033
N -2.32601 1.09024 0.32990 0.151
H -2.81595 -2.09736 0.16079 0.141
H -4.30197 0.15588 0.56709 0.158
H 0.22989 1.64899 -1.12702 0.119
H 0.21564 2.04706 0.77628 0.173
H 0.04430 -1.43672 -1.51804 0.116
H 0.36765 -2.28076 0.14136 0.136
H 2.61639 0.75182 1.41113 0.108
H 2.39113 -1.03926 1.21442 0.058
H 1.36162 -0.10104 2.17422 0.083
H 2.99815 0.87621 -1.20667 0.112
H 1.46004 0.23344 -2.29641 0.117
H 2.59742 -0.85004 -1.31213 0.079
H -2.52574 2.09381 0.52028 0.207
```

Summary:
Total energy: -11479.6461 eV
LUMO level: -2.7 eV
E_HOMO: -13.893 eV
Frontier orbital gap: 11.185 eV
Charge: +1
Energy relative to the best compared isomer or geometry (same formula, charge and spin): 177.7 kJ/mol

---

Record 2
C8H13N2O5 | the ωB97M-V functional and the def2-TZVPD basis

The geometry in XYZ format:
```
28
Properties=species:S:1:pos:R:3:lowdin_charge:R:1
C -3.01756 -0.07975 -0.03785 -0.461
C 1.16525 1.33915 -0.25569 -0.265
C -0.27133 1.07659 0.24048 -0.260
C 2.07694 0.29100 0.46062 -0.144
C 0.27402 -1.37372 0.80373 0.018
C -0.51147 -0.43998 -0.07049 -0.299
C -4.25527 -0.82523 -0.24743 0.006
C 3.39205 0.22334 -0.26071 -0.174
N 0.43622 -1.34011 -0.64358 0.268
N -1.84705 -0.88758 -0.22655 0.181
O -2.94035 1.05412 0.34356 0.110
O 1.36592 1.33378 -1.62155 0.051
O -0.31918 1.51904 1.55192 0.095
O 4.18993 -0.70518 0.42566 0.029
O 1.56875 -1.03406 0.25775 -0.002
H 1.32231 2.23246 0.20058 0.140
H -0.90713 1.61401 -0.52668 0.183
H 2.18635 0.49122 1.48371 0.172
H 0.34558 -3.21272 1.68233 0.333
H -4.32775 -1.72383 0.45963 0.127
H -5.24486 -0.33483 -0.15706 0.112
H -4.16253 -1.36295 -1.23522 0.113
H 3.79810 1.18223 -0.36280 0.137
H 3.01193 -0.17676 -1.22076 0.149
H -2.01554 -1.78073 -0.50740 0.106
H 0.98483 2.10760 -2.04266 0.132
H -1.25512 1.47702 1.57648 0.076
H 4.95695 -0.66413 -0.07000 0.066
```

Summary:
Total energy: -21707.1145 eV
LUMO level (spin up / spin down): -6.2 / -5.3 eV
E_HOMO (spin up / spin down): -14.155 / -14.151 eV
Frontier orbital gap (spin up / spin down): 7.967 / 8.809 eV
Charge: +1
Energy relative to the best compared isomer or geometry (same formula, charge and spin): 616.4 kJ/mol

---

Record 3
C8H13N2OS | the ωB97M-V functional and the def2-TZVPD basis

The geometry in XYZ format:
```
25
Properties=species:S:1:pos:R:3:lowdin_charge:R:1
C 3.43392 -1.37908 0.16850 -0.068
C 4.58269 -0.70059 -0.11171 -0.313
C 2.35505 -0.47108 0.28153 -0.319
C 1.01054 -0.91019 0.60940 -0.210
C -1.04159 -0.89000 -1.56990 -0.066
C -1.39877 0.04043 1.50593 -0.022
C -0.74357 0.46676 -0.93846 -0.199
C -0.31765 0.38404 0.51985 -0.377
N 2.68804 0.80486 0.10086 -0.319
N 0.36167 1.66650 0.89218 0.188
O 0.67661 -2.00011 0.93557 0.167
S 4.27331 0.97792 -0.21110 1.109
H 3.33208 -2.44038 0.29431 0.131
H 5.57039 -1.08955 -0.25342 0.084
H -1.74533 -1.45671 -0.96983 0.082
H -1.47488 -0.74545 -2.55518 0.087
H -0.13544 -1.48017 -1.68345 0.079
H -2.15964 0.82072 1.52530 0.102
H -1.87862 -0.89163 1.22541 0.094
H -0.99406 -0.08721 2.50781 0.098
H 0.05045 0.94904 -1.51329 0.120
H -1.64123 1.08838 -1.00868 0.127
H -0.11686 2.46657 0.46755 0.169
H 1.37964 1.59465 0.52086 0.087
H 0.37233 1.79114 1.90758 0.168
```

Summary:
Total energy: -24362.9802 eV
LUMO level: -4.2 eV
E_HOMO: -13.367 eV
Frontier orbital gap: 9.160 eV
Charge: +1
SMILES: CC[C@](C)([NH3+])C(=O)c1ccsn1
Energy relative to the best compared isomer or geometry (same formula, charge and spin): 0.0 kJ/mol

---

Record 4
C8H13N2P | the ωB97M-V functional and the def2-TZVPD basis

The geometry in XYZ format:
```
24
Properties=species:S:1:pos:R:3:lowdin_charge:R:1
C -0.00184 -1.29337 0.42641 -0.221
C -1.53152 0.30946 -0.26017 -0.614
C 0.44774 -2.50328 0.75322 0.068
C 1.84978 2.02748 -0.11929 -0.163
C 2.00097 0.45361 0.07136 -0.130
C 0.39387 2.17578 -0.50286 -0.217
C 0.67638 0.10896 0.69359 -0.269
C -2.10154 -2.10733 -0.48879 -0.044
N -1.19203 -1.00851 -0.23759 -0.124
N -0.27455 1.09246 0.22792 -0.076
P -2.89601 1.12348 -0.76555 0.785
H -0.13833 -3.34483 0.55882 0.026
H 1.35831 -2.52200 1.31355 0.060
H 1.97543 2.58003 0.82855 0.110
H 2.61473 2.32134 -0.92199 0.131
H 2.16564 0.00576 -0.89171 0.104
H 2.86454 0.23338 0.80278 0.137
H 0.00547 3.17769 -0.15608 0.121
H 0.27460 2.08980 -1.58850 0.110
H 0.90631 0.23344 1.71521 0.124
H -2.08055 -2.68470 0.44164 0.087
H -3.10834 -1.82906 -0.75709 0.068
H -1.71184 -2.83389 -1.17705 0.088
H -2.49723 2.19430 0.03360 -0.163
```

Summary:
Total energy: -20773.4597 eV
LUMO level: 0.9 eV
E_HOMO: -7.530 eV
Frontier orbital gap: 8.415 eV
Charge: 0
SMILES: [H]/P=C1/N(C)C(=C)[C@H]2CCCN12
Energy relative to the best compared isomer or geometry (same formula, charge and spin): 43.7 kJ/mol

---

Record 5
C8H13N3 | the ωB97M-V functional and the def2-TZVPD basis

The geometry in XYZ format:
```
24
Properties=species:S:1:pos:R:3:lowdin_charge:R:1
C 18.43323 -0.80600 1.17143 0.282
C 17.54448 -0.33409 0.45807 -0.052
C -15.51373 0.55983 0.45925 -0.044
C -14.44557 0.71538 -0.11698 -0.259
C -12.03805 -1.46902 -0.01702 -0.022
C -12.44192 -0.91453 -1.10892 0.075
C 16.74107 1.49790 -0.82775 0.031
C 16.47420 0.14194 -0.23861 -0.309
N 15.42149 -0.61442 -0.30882 0.260
N -16.68835 0.25798 1.13635 0.203
N -13.48250 0.98796 -0.87622 0.105
H 19.23847 -1.37065 1.63987 0.089
H -11.53481 -2.40295 0.01868 0.068
H -12.32682 -0.91397 0.97718 0.122
H -12.21956 -1.02406 -2.20922 0.109
H 17.39188 2.03656 -0.19741 0.087
H 15.83719 2.04208 -0.95748 0.083
H 17.20707 1.37867 -1.91359 0.176
H 15.35974 -1.36587 0.38163 0.168
H 14.53713 -0.22412 -0.71238 0.186
H -16.61279 0.28148 2.18402 0.211
H -16.96258 -0.69216 0.83922 0.198
H -17.33753 0.86098 0.79099 0.130
H -12.58173 1.37108 -0.57226 0.105
```

Summary:
Total energy: -12953.7852 eV
LUMO level: -6.3 eV
E_HOMO: -13.367 eV
Frontier orbital gap: 7.059 eV
Charge: +2
Energy relative to the best compared isomer or geometry (same formula, charge and spin): 369.9 kJ/mol

---

Record 6
C8H13N3O | the ωB97M-V functional and the def2-TZVPD basis

The geometry in XYZ format:
```
25
Properties=species:S:1:pos:R:3:lowdin_charge:R:1
C -2.35297 -0.35081 0.94332 -0.078
C -2.43245 0.75039 0.08209 -0.078
C -3.44165 0.77814 -0.86414 -0.165
C -4.31371 -1.18940 -0.18083 -0.152
C -3.33635 -1.32430 0.81344 -0.066
C 2.59472 1.66525 0.81510 -0.095
C 2.08948 1.08855 -0.47979 -0.272
C 2.35903 -1.33195 -0.29779 -0.594
H -1.62453 -0.37640 1.72395 0.095
H -1.71521 1.54732 0.10178 0.088
H -3.52788 1.59314 -1.59329 0.108
H -5.04908 -1.97495 -0.36264 0.106
H -3.29433 -2.18780 1.46775 0.101
H 1.73709 1.85064 1.47801 0.074
H 3.28970 0.96175 1.29913 0.079
H 3.13215 2.61181 0.68193 0.075
H 1.30809 1.73833 -0.93923 0.122
H 2.88274 1.03460 -1.20360 0.089
H 0.73534 -0.28216 0.32603 0.124
H 3.99434 -0.55523 -1.33619 0.078
H 4.18062 -2.05403 -0.63143 0.100
N -4.40242 -0.13184 -0.97272 0.049
N 1.53656 -0.23885 -0.28158 0.055
N 3.71081 -1.16455 -0.59427 0.147
O 1.93989 -2.45766 0.00497 0.011
```

Summary:
Total energy: -15025.0305 eV
LUMO level: 0.7 eV
E_HOMO: -9.689 eV
Frontier orbital gap: 10.364 eV
Charge: 0
SMILES: CCNC(N)=O.c1ccncc1
Energy relative to the best compared isomer or geometry (same formula, charge and spin): 0.0 kJ/mol

---

Record 7
C8H13N3O2 | the ωB97M-V functional and the def2-TZVPD basis

The geometry in XYZ format:
```
26
Properties=species:S:1:pos:R:3:lowdin_charge:R:1
C 2.92946 -1.88237 1.57050 -0.156
C 2.49395 -2.48640 0.44441 -0.114
C 0.98451 -1.02062 1.13836 -0.250
C -0.21851 -0.10406 1.22056 -0.371
C -1.82460 1.83438 0.69031 0.042
C -1.87211 0.59599 -2.03918 -0.074
C 0.53647 1.00689 -1.72641 -0.040
C -1.01450 0.61793 0.19732 -0.406
N 2.02356 -0.91017 1.94855 0.113
N 1.23540 -1.96884 0.19748 0.099
N -0.71704 0.43807 -1.17229 -0.188
O -0.34845 0.52047 2.43625 0.058
O -1.48305 -0.63785 0.77544 0.057
H 3.93740 -1.94726 1.77771 0.072
H 2.98574 -3.34253 -0.22781 0.154
H -2.74661 1.72593 0.32712 0.033
H -1.90761 1.94521 1.74444 0.075
H -1.27076 2.71406 0.25367 0.119
H -2.65358 0.11638 -1.55675 0.062
H -1.95929 1.68920 -2.25200 0.098
H -1.86301 0.04499 -3.02035 0.103
H 1.02880 0.38599 -2.43180 0.067
H 0.29635 2.01908 -2.08049 0.087
H 1.25498 0.98649 -0.91224 0.085
H 0.50047 -2.23789 -0.46116 0.164
H -0.32797 -0.10309 3.15837 0.115
```

Summary:
Total energy: -17069.7557 eV
LUMO level: 0.8 eV
E_HOMO: -8.816 eV
Frontier orbital gap: 9.608 eV
Charge: 0
SMILES: CN(C)[C@@]1(C)O[C@@]1(O)c1ncc[nH]1
Energy relative to the best compared isomer or geometry (same formula, charge and spin): 190.3 kJ/mol

---

Record 8
C8H13N3O2 | the ωB97M-V functional and the def2-TZVPD basis

The geometry in XYZ format:
```
26
Properties=species:S:1:pos:R:3:lowdin_charge:R:1
C -0.80920 1.14623 1.50499 -0.264
C -2.11145 -1.37009 -0.18321 -0.436
C -2.81701 -0.07766 -0.66776 -0.070
C -1.53867 0.82471 -0.77048 -0.137
C -0.61103 0.34779 0.31908 -0.525
C 1.13061 1.88447 -0.63816 0.043
C 1.75672 0.02244 0.85366 -0.088
C 2.44017 -1.10375 -0.00771 -0.216
N -0.77444 1.95806 2.33662 0.095
N -2.65311 -2.49140 -0.33272 0.150
N 0.72678 0.53292 -0.05652 0.049
O -0.91920 -1.14760 0.53192 -0.001
O 3.19009 -1.96787 0.82473 -0.041
H -3.25384 -0.28658 -1.68189 0.127
H -3.52964 0.31691 0.04588 0.114
H -1.02120 0.61646 -1.73306 0.132
H -1.89575 1.89405 -0.70531 0.137
H 2.02876 1.76754 -1.29539 0.127
H 0.29363 2.24752 -1.16951 0.061
H 1.15113 2.62899 0.13044 0.103
H 1.42097 -0.31491 1.78807 0.115
H 2.48979 0.83020 1.16167 0.159
H 3.12989 -0.61768 -0.70792 0.118
H 1.77318 -1.72068 -0.61630 0.125
H -2.16747 -3.23982 0.10171 0.037
H 2.57029 -2.68025 0.96714 0.087
```

Summary:
Total energy: -17064.0913 eV
LUMO level (spin up / spin down): 0.3 / -3.8 eV
E_HOMO (spin up / spin down): -3.658 / -9.881 eV
Frontier orbital gap (spin up / spin down): 3.952 / 6.116 eV
Spin multiplicity: 3
Charge: 0
⟨S²⟩: 2.011
Energy relative to the best compared isomer or geometry (same formula, charge and spin): 100.7 kJ/mol

---

Record 9
C8H13N3O3S | the ωB97M-V functional and the def2-TZVPD basis

The geometry in XYZ format:
```
28
Properties=species:S:1:pos:R:3:lowdin_charge:R:1
C -2.30050 1.59747 -1.32200 -0.083
C -1.90605 1.22008 -0.07966 -0.118
C -2.56730 -0.83097 -1.86152 -0.145
C 1.23753 0.39969 0.89146 -0.565
C -2.46200 0.52859 -2.37581 -0.207
C -1.64087 -0.15799 0.07507 -0.487
C 3.13412 1.40321 -0.05516 -0.039
C 3.33781 -0.87592 0.96921 -0.032
N -2.00884 -1.19916 -0.71686 0.012
N -1.09261 -2.40119 1.52749 -0.070
N 2.50984 0.25694 0.60749 -0.121
O 0.57318 1.41808 0.77711 0.063
O 0.67646 -0.75249 1.43853 -0.143
O -1.29346 -0.29173 2.80761 -0.269
S -1.02070 -0.75937 1.49604 0.878
H -2.44994 2.59771 -1.61775 0.084
H -2.21727 1.98525 0.70311 0.151
H -3.01179 -1.64294 -2.50864 0.121
H -3.33240 0.67661 -3.00575 0.097
H -1.59566 0.64852 -3.11327 0.132
H 3.35037 1.26392 -1.17853 0.114
H 2.59787 2.34942 0.08135 0.089
H 4.16953 1.58129 0.28183 0.082
H 3.25137 -1.04899 2.01853 0.078
H 2.93389 -1.83750 0.54502 0.105
H 4.40355 -0.76181 0.62859 0.108
H -1.49889 -2.67442 0.66188 0.026
H -1.77725 -2.69231 2.32463 0.140
```

Summary:
Total energy: -29950.7193 eV
LUMO level: 0.6 eV
E_HOMO: -6.843 eV
Frontier orbital gap: 7.424 eV
Charge: 0
SMILES: CN(C)C(=O)O[S@@](N)(=O)=C1C=CCC=N1
Energy relative to the best compared isomer or geometry (same formula, charge and spin): 305.3 kJ/mol

---

Record 10
C8H13N3O6 | the ωB97M-V functional and the def2-TZVPD basis

The geometry in XYZ format:
```
30
Properties=species:S:1:pos:R:3:lowdin_charge:R:1
C 1.57128 0.73083 -0.31492 -0.222
C 0.75723 -0.04608 0.72922 -0.423
C 3.11714 0.57678 0.16881 -0.110
C 3.43723 -0.77043 -0.47321 -0.357
C -1.38050 0.08032 -0.42572 -0.195
C -2.28067 1.30296 -0.12940 -0.351
C -2.39078 -0.99495 -1.00470 -0.048
C -3.54193 -1.24220 -0.12243 -0.470
H 1.59994 2.27912 0.71546 0.064
H 1.28926 2.73451 -0.84582 0.086
H 1.50222 0.11459 -1.33261 0.186
H 3.66687 1.33989 -0.48062 0.128
H 3.56935 0.72580 1.28028 0.175
H 2.29844 -2.96296 0.12220 0.146
H 2.44306 -1.59280 1.42149 0.100
H -1.00277 -0.80164 1.52328 0.222
H -0.78257 0.44399 -1.29705 0.167
H -1.86803 -1.93296 -1.08779 0.129
H -2.89050 -0.66652 -1.95977 0.157
H -4.00159 -1.73781 1.40871 0.116
H -0.71534 2.38315 0.54151 0.043
N 1.05074 2.16341 -0.07747 0.097
N 2.73850 -1.94051 0.38934 0.030
N -0.53534 -0.27279 0.67032 0.126
O 1.39631 -0.14453 1.87623 -0.095
O 3.90325 -0.88312 -1.69301 -0.036
O -3.43279 1.40625 -0.58753 0.100
O -4.72551 -1.11154 -0.61366 0.059
O -3.10417 -1.62537 1.11643 0.121
O -1.68831 2.44461 0.48242 0.057
```

Summary:
Total energy: -25258.6192 eV
LUMO level: 0.1 eV
E_HOMO: -9.783 eV
Frontier orbital gap: 9.912 eV
Charge: 0
SMILES: NC(=O)C[C@H](N)C(=O)N[C@@H](CC(=O)O)C(=O)O
Energy relative to the best compared isomer or geometry (same formula, charge and spin): 567.0 kJ/mol